124
Properties=species:S:1:pos:R:3:forces:R:3 method="wB97M-V/def2-TZVPD" homo_lumo_gap_ev=9.2 multiplicity=1 e_homo_ev=-11.8 charge=+1
C -2.438024 3.840847 -0.397500 0.80 -2.50 2.05
O -1.567024 2.824847 -1.007500 -1.34 0.31 1.52
C -1.602024 1.614847 -0.186500 -0.78 0.72 -4.31
C -0.471024 0.777847 -0.762500 -1.05 0.18 1.20
N -0.346024 -0.473153 0.035500 -0.08 -1.58 1.91
H -0.391024 -0.327153 1.084500 0.38 0.58 -1.27
H -1.178024 -1.082153 -0.036500 -1.51 0.14 -0.90
C 0.752976 -1.419153 -0.297500 -1.30 -0.85 1.51
C 0.819976 -2.687153 0.537500 1.86 -2.02 -1.16
O 2.082976 -3.498153 0.274500 -0.10 3.84 -1.85
C 2.138976 -4.653153 1.020500 3.44 1.37 3.17
H -1.862024 4.236847 0.508500 -1.30 -0.76 -0.51
H -3.540024 3.463847 -0.208500 2.33 0.67 -0.21
H -2.404024 4.652847 -1.023500 -0.37 1.69 -1.86
H -2.562024 1.157847 -0.484500 0.22 -0.25 1.04
H -1.540024 1.948847 0.779500 0.19 0.02 2.77
H 0.446976 1.304847 -0.676500 0.73 0.34 -0.07
H -0.717024 0.637847 -1.808500 0.24 -0.63 0.09
H 1.611976 -0.897153 -0.251500 3.24 1.69 0.96
H 0.694976 -1.615153 -1.288500 -0.92 -1.23 -2.79
H 0.164976 -3.510153 0.345500 -1.69 0.45 -0.34
H 0.815976 -2.487153 1.564500 0.01 0.50 1.58
H 3.148976 -5.185153 0.778500 -1.92 0.82 0.59
H 1.317976 -5.194153 0.786500 -2.42 -2.57 -0.41
H 2.096976 -4.268153 2.106500 0.24 -1.56 -1.31
O 0.791976 -0.557153 -3.002500 -2.36 -0.40 -3.04
H 0.900976 -0.286153 -3.939500 0.25 0.07 0.99
H 1.518976 -0.322153 -2.492500 2.06 0.99 0.78
O 1.029976 3.413847 -2.365500 0.91 4.73 3.19
H 1.463976 2.649847 -2.008500 1.42 -1.39 0.16
H 1.219976 4.143847 -1.598500 -0.75 -2.53 -2.95
O 2.191976 -6.381153 5.194500 -0.47 -0.45 -0.16
H 2.913976 -6.487153 5.818500 0.09 0.28 -0.14
H 2.390976 -5.607153 4.651500 0.37 0.00 0.37
O -1.407024 -3.704153 2.677500 0.13 0.34 -0.35
H -2.203024 -3.157153 2.742500 0.14 -0.37 0.02
H -1.639024 -4.622153 2.518500 -0.38 0.02 0.11
O 3.741976 -4.198153 4.177500 0.50 1.19 -2.78
H 3.021976 -3.723153 3.714500 -0.74 -0.31 1.49
H 4.330976 -4.011153 3.386500 0.52 -0.85 1.58
O -5.508024 2.625847 -1.879500 -1.70 1.02 -2.97
H -5.962024 3.158847 -2.662500 1.47 -1.94 2.26
H -5.575024 3.301847 -1.196500 0.57 -0.22 -0.32
O -2.720024 -1.737153 -0.410500 2.18 -3.54 1.47
H -2.983024 -1.781153 -1.456500 0.13 0.79 3.53
H -2.562024 -2.680153 -0.155500 -0.06 1.03 0.13
O 0.400976 0.757847 3.199500 0.03 1.99 1.27
H 0.223976 1.667847 3.546500 -0.83 -0.52 0.55
H 0.914976 1.066847 2.475500 0.90 -0.48 -1.68
O 1.874976 -3.187153 -3.553500 -0.55 1.98 -4.41
H 1.930976 -3.868153 -2.900500 -0.87 0.41 0.19
H 1.655976 -2.290153 -3.381500 -0.70 0.40 0.79
O 2.248976 1.181847 0.900500 1.47 -3.10 2.82
H 2.149976 2.072847 1.210500 0.37 0.89 0.67
H 2.820976 0.577847 1.590500 -1.94 2.49 -2.59
O -3.770024 -0.958153 -2.002500 -2.92 -3.90 -1.15
H -4.412024 -1.281153 -2.609500 -0.90 -0.78 -0.90
H -3.817024 -0.046153 -2.181500 1.13 2.43 -0.28
O -0.766024 7.698847 -2.127500 0.43 -0.73 1.51
H -1.018024 6.841847 -2.453500 0.03 -0.79 -0.03
H -0.866024 8.208847 -2.891500 -0.08 1.66 -1.75
O 2.734976 -4.485153 -2.099500 3.64 -3.81 4.73
H 2.467976 -4.261153 -1.147500 -0.64 -0.26 -1.02
H 3.282976 -5.323153 -2.029500 -1.35 0.92 -0.31
O 5.594976 -3.408153 2.097500 -3.85 -0.69 0.99
H 5.332976 -3.476153 1.193500 -0.71 -0.26 -1.31
H 6.464976 -3.212153 2.047500 4.49 0.92 0.25
O -2.222024 5.656847 -3.673500 2.12 2.01 -3.29
H -2.746024 6.049847 -4.404500 0.52 1.33 0.15
H -2.291024 4.876847 -4.118500 0.81 -5.19 -0.76
O 3.310976 -0.143153 -2.399500 0.83 -5.24 3.65
H 3.667976 -0.622153 -2.948500 5.52 -7.96 -9.94
H 3.680976 -0.446153 -1.549500 0.42 -0.30 0.77
O -1.035024 2.974847 4.026500 1.08 0.16 -1.63
H -1.840024 2.719847 3.575500 -0.55 -0.03 -0.67
H -1.268024 2.909847 4.918500 -0.29 0.02 2.39
O 2.740976 1.527847 -1.691500 -3.57 8.15 7.54
H 2.554976 1.475847 -0.640500 0.88 0.46 -3.60
H 2.856976 0.613847 -1.948500 -3.01 4.78 1.28
O 1.047976 -3.306153 4.008500 -3.32 -4.59 -1.75
H 1.312976 -2.509153 3.704500 1.80 4.63 -0.60
H 0.381976 -3.486153 3.223500 1.16 -0.19 2.83
O 1.112976 -7.907153 2.001500 9.57 10.75 -2.40
H 2.160976 -7.854153 2.122500 -4.21 -1.35 0.13
H 0.600976 -8.542153 2.131500 -5.63 -9.47 2.52
O -3.728024 6.438847 -2.270500 -0.96 3.84 1.03
H -3.086024 6.289847 -2.984500 -1.28 0.36 1.92
H -4.001024 5.596847 -2.042500 -1.13 -2.53 0.90
O -1.265024 -2.119153 -2.867500 3.92 -2.64 -1.23
H -0.599024 -1.445153 -3.047500 -1.04 0.46 0.39
H -2.119024 -2.004153 -2.610500 -2.67 1.73 0.20
O 1.616976 -7.614153 -0.768500 -0.89 -0.79 1.92
H 2.512976 -8.027153 -0.584500 -2.13 0.42 0.19
H 0.906976 -7.826153 0.010500 3.36 0.52 -2.30
O 4.158976 -0.759153 0.120500 2.29 -0.39 -1.04
H 4.554976 -1.641153 -0.210500 -0.88 0.82 0.96
H 4.964976 -0.163153 0.126500 -1.34 -0.77 0.13
O -5.769024 4.989847 -0.889500 1.79 -0.38 1.96
H -6.085024 4.388847 -0.204500 -0.17 0.62 0.61
H -6.516024 5.122847 -1.408500 -2.19 0.84 -1.58
O -3.544024 2.574847 2.819500 1.63 -1.77 -1.32
H -4.059024 2.240847 3.514500 -1.47 -0.54 1.49
H -3.688024 3.482847 2.769500 -0.52 2.55 -0.11
O 4.851976 -3.448153 -0.655500 -0.62 0.03 -1.67
H 3.956976 -3.771153 -1.181500 3.38 1.21 0.60
H 5.679976 -3.362153 -1.226500 -2.10 -0.61 0.61
O -3.593024 0.958847 -2.992500 1.97 1.60 -2.54
H -4.272024 1.499847 -2.669500 -1.57 2.32 0.69
H -2.779024 1.472847 -3.135500 -0.13 0.28 0.13
O -1.983024 0.081847 2.711500 -2.61 0.63 0.71
H -2.598024 0.665847 3.244500 0.79 -1.29 -1.37
H -1.154024 0.300847 3.114500 1.19 -0.08 0.26
O -0.029024 6.352847 1.524500 -1.51 0.25 -1.56
H -0.814024 6.606847 0.872500 1.66 -0.50 1.75
H -0.419024 6.428847 2.399500 -0.04 0.03 0.00
O -0.953024 2.753847 -3.435500 -3.93 -1.40 -6.69
H -0.375024 2.991847 -2.791500 2.99 1.50 3.29
H -0.506024 2.995847 -4.306500 -0.71 -0.61 1.93
O -2.195024 7.251847 0.180500 0.77 1.39 0.64
H -2.311024 6.819847 -0.703500 -0.01 1.75 0.58
H -1.786024 8.203847 0.196500 -1.28 -2.95 -1.13
O 2.127976 -0.905153 3.684500 0.10 -3.04 -1.10
H 2.986976 -0.817153 3.348500 2.34 -0.65 -0.67
H 1.992976 -0.078153 4.021500 -1.42 3.22 1.70